--- w ---
Density functional theory data (ωB97M-V with the def2-TZVPD basis set) for a single C3H7N5 molecule.

ORCA input file:
```
! RIJCOSX wB97M-V def2-TZVPD def2/J DEFGRID3
* xyz 0 1
C 2.12 -0.25 0.82
C -1.70 0.29 0.54
C -0.53 0.83 -0.11
H 1.33 -0.67 1.57
H 2.34 0.79 1.22
H 3.14 -1.07 0.94
H 1.95 0.51 -1.07
H -0.83 -1.80 -1.32
H -2.44 0.85 0.97
H 0.56 2.38 -0.77
N 1.54 -0.38 -0.54
N 0.11 -0.18 -0.67
N -0.56 -1.35 -0.34
N -1.66 -0.97 0.39
N -0.20 2.00 -0.12
*
```

Values from the calculation:
LUMO energy ... 0.8 eV
SMILES string ... [H]/N=c1/cn[nH]n1NC
HOMO energy ... -0.32259 hartree

--- x ---
Density functional theory data (ωB97M-V with the def2-TZVPD basis set) for a 2-piece molecular cluster, C3H7N5 overall.

ORCA input file:
```
! RIJCOSX wB97M-V def2-TZVPD def2/J DEFGRID3
* xyz 0 1
C 2.47 0.51 -0.70
C 0.53 0.14 0.07
C -1.47 1.36 0.38
N 1.24 1.06 -0.60
N 2.56 -0.67 -0.08
N 1.37 -0.87 0.40
N -1.58 -1.85 -0.55
N -0.74 0.10 0.54
H 3.21 1.09 -1.24
H -1.19 1.84 -0.67
H -2.58 1.17 0.47
H -1.19 1.96 1.27
H 1.17 -1.67 0.99
H -1.23 -2.47 0.16
H -2.58 -1.70 -0.43
*
```

Values from the calculation:
LUMO energy (spin up / spin down) ... -0.2 / -1.2 eV
HOMO energy (spin up / spin down) ... -0.32043 / -0.35068 hartree

--- y ---
Density functional theory data (ωB97M-V with the def2-TZVPD basis set) for a single C3H7N5 molecule.

ORCA input file:
```
! RIJCOSX wB97M-V def2-TZVPD def2/J DEFGRID3
* xyz 0 1
C -1.15 0.90 0.43
C 0.19 0.19 0.31
C 2.69 -0.72 -0.31
H -3.47 -0.36 -1.26
H -1.99 -1.35 -0.63
H -1.25 2.01 0.67
H -0.66 -1.11 1.23
H 1.13 1.95 -0.15
H 3.83 -0.69 -0.13
H 1.82 -1.54 -0.37
N -2.72 -0.62 -0.43
N -2.28 0.63 0.03
N 0.21 -0.88 0.91
N 1.20 0.99 -0.16
N 2.45 0.60 -0.15
*
```

Values from the calculation:
LUMO energy ... 0.7 eV
SMILES string ... [H]/N=C(\C=N/N)NN=C
HOMO energy ... -0.32541 hartree

Energies, relative to the best one, in hartree: w 0.0326; x 0.0000; y 0.0384.